This record from the OMol25 dataset describes C39H28AsCl2N5O2Zr as an isolated structure. The level of theory is ωB97M-V/def2-TZVPD.

Cartesian coordinates (Å):
Zr1 12.1940 7.2888 14.2160
N1 12.9245 5.7734 8.7840
C1 12.2959 4.9706 9.7770
N2 12.3668 5.2341 11.0056
C2 12.9925 6.2480 11.5072
N3 13.5389 6.3069 12.7536
N4 13.2481 5.1361 13.5763
C3 14.2047 4.8934 14.4210
C4 14.6979 5.9029 15.3067
C5 15.3390 5.7040 16.5191
C6 15.3591 6.5918 17.4812
C7 15.1466 7.9074 17.0823
C8 14.6116 8.2312 15.8532
N5 14.0901 7.1416 15.1504
C9 13.5033 7.3334 10.6503
C10 13.8804 8.6051 11.1191
C11 14.5016 9.4998 10.2690
C12 14.5782 9.1832 8.9070
C13 14.1433 7.9261 8.4101
C14 13.4499 6.9933 9.1974
H1 13.2637 5.2377 7.9660
H2 11.7483 4.1473 9.4241
H3 14.5128 3.8528 14.6297
H4 15.8304 4.7424 16.6001
H5 15.6133 6.4880 18.5271
H6 15.3056 8.8228 17.6148
H7 14.4807 9.1705 15.2960
H8 13.7615 8.7099 12.1744
H9 14.7832 10.5283 10.5571
H10 14.9414 9.9678 8.1264
H11 14.3430 7.6195 7.3947
Cl1 6.3337 5.4572 18.4712
C15 7.6160 5.7274 17.3987
C16 8.8631 6.1495 17.9940
C17 9.9010 6.3652 17.1830
Cl2 11.2641 7.2962 17.8889
C18 10.0369 5.7600 15.9130
O1 11.0899 5.9876 15.1924
C19 8.8694 5.1400 15.3363
C20 8.9609 4.4316 14.0768
O2 9.9736 4.4670 13.3646
C21 7.7165 5.1895 16.0782
H12 8.9385 6.3365 19.0408
H13 8.0535 3.8447 13.7700
H14 6.7787 4.7402 15.7101
C22 5.5994 16.1967 13.1835
C23 6.6820 16.2950 12.2534
C24 7.8359 15.5024 12.4940
C25 7.6481 14.3114 13.2854
C26 6.4042 14.0174 13.8610
C27 5.4421 15.0249 13.8262
As1 9.3316 13.6301 14.2061
C28 9.3154 14.3033 16.0821
C29 9.9077 15.5402 16.6211
C30 10.1255 15.7900 17.9658
C31 9.7802 14.7370 18.7979
C32 9.0859 13.6376 18.2863
C33 8.8529 13.4099 16.9489
C34 8.2472 12.1711 16.4079
C35 7.5904 11.1590 17.0808
C36 7.2586 10.0113 16.3815
C37 6.9479 10.1488 15.0337
C38 7.6582 11.1278 14.3013
C39 8.3986 12.0744 15.0063
H15 4.7683 16.8683 13.3144
H16 6.6960 17.0162 11.4553
H17 8.8154 15.7440 12.0879
H18 5.9860 13.0845 14.2127
H19 4.4829 14.7900 14.3177
H20 10.3699 16.2159 15.9081
H21 10.6340 16.7351 18.1844
H22 10.0340 14.8009 19.8535
H23 8.8509 12.9477 19.1395
H24 7.4469 11.2164 18.1941
H25 7.3491 9.0362 16.7938
H26 6.1637 9.5034 14.6492
H27 7.6059 11.1444 13.2346
H28 11.5785 8.9536 13.6189

The HOMO energy is -0.4135 Ha. The calculated total energy is -139584.3692 eV. Its charge is +2. As for the HOMO-LUMO gap: 3.1 eV.

Let us look at the Mulliken charges, expressed in e, one per atom:
1. Zr 0.743
2. N -0.129
3. C -0.290
4. N -0.336
5. C 0.791
6. N -0.360
7. N -0.353
8. C -0.495
9. C 0.767
10. C -0.583
11. C -0.545
12. C -0.516
13. C -0.190
14. N 0.209
15. C 0.743
16. C -0.009
17. C -0.813
18. C -0.255
19. C -0.660
20. C -0.107
21. H 0.307
22. H 0.472
23. H 0.411
24. H 0.447
25. H 0.534
26. H 0.443
27. H 0.487
28. H 0.402
29. H 0.377
30. H 0.333
31. H 0.389
32. Cl -0.160
33. C 0.198
34. C -0.753
35. C 0.619
36. Cl -0.214
37. C -0.146
38. O -0.184
39. C 0.767
40. C -0.319
41. O -0.466
42. C -0.658
43. H 0.473
44. H 0.289
45. H 0.394
46. C -0.466
47. C -0.566
48. C -0.491
49. C 0.268
50. C 0.110
51. C -0.617
52. As -0.060
53. C 0.237
54. C -0.291
55. C -0.665
56. C -0.585
57. C -0.746
58. C 0.590
59. C 0.933
60. C -0.436
61. C -0.571
62. C -0.810
63. C -0.564
64. C -0.152
65. H 0.384
66. H 0.389
67. H 0.394
68. H 0.286
69. H 0.322
70. H 0.334
71. H 0.373
72. H 0.380
73. H 0.172
74. H 0.338
75. H 0.483
76. H 0.516
77. H 0.541
78. H -0.084

This record from the OMol25 dataset describes an isolated ion of composition C6H6N3O4 and charge -1. The level of theory is ωB97M-V/def2-TZVPD.

Cartesian coordinates (Å):
C1 -1.9696 -0.1394 1.1800
C2 -0.1434 1.9266 -0.4229
C3 0.3673 -1.0778 -1.3449
C4 1.3036 -0.3321 -0.4023
C5 -0.8823 -1.3337 -0.5020
C6 0.3238 0.4567 0.3949
N1 -2.9980 -0.1268 1.7264
N2 -0.8365 -0.3830 0.5509
N3 0.9672 0.9663 1.6018
O1 -1.3532 2.0490 -0.3202
O2 0.7586 2.4585 -0.9866
O3 2.2294 1.0408 1.5746
O4 0.2884 1.3534 2.5498
H1 0.0660 -0.4072 -2.0799
H2 0.8955 -1.9647 -1.8202
H3 1.7116 -1.1932 0.1920
H4 1.9579 0.2969 -0.8661
H5 -1.8736 -1.1702 -0.9652
H6 -0.8126 -2.4200 -0.0602

The HOMO energy is -0.1761 Ha. The calculated total energy is -18977.7845 eV. Its charge is -1. As for the HOMO-LUMO gap: 8.2 eV. Its SMILES is N#CN1CCC[C@]1(C(=O)[O-])[N+](=O)[O-]. Its energy above the lowest of the compared OMol25 structures with the same formula, charge and spin is 0.0 kJ/mol.

Let us look at the Mulliken charges, expressed in e, one per atom:
1. C 0.757
2. C 0.468
3. C -0.790
4. C -0.770
5. C -0.657
6. C 0.263
7. N -0.728
8. N -0.058
9. N 0.941
10. O -0.630
11. O -0.643
12. O -0.646
13. O -0.628
14. H 0.331
15. H 0.358
16. H 0.335
17. H 0.456
18. H 0.396
19. H 0.244

This record from the OMol25 dataset describes one molecule with the formula C20H27N5O2S. The level of theory is ωB97M-V/def2-TZVPD.

Cartesian coordinates (Å):
C1 -8.5343 -1.6140 1.8088
H1 -9.5129 -1.9420 2.1498
H2 -8.2653 -0.7049 2.3422
H3 -7.8059 -2.3853 2.0476
C2 -8.5600 -1.3582 0.3021
C3 -7.2352 -0.9084 -0.1905
N1 -6.5158 -1.5575 -1.0317
N2 -5.3571 -0.9782 -1.3295
C4 -5.1759 0.1377 -0.7071
N3 -4.0678 0.9178 -0.8521
C5 -3.8813 2.0630 -0.1382
O1 -4.6960 2.4733 0.6611
C6 -2.5705 2.7641 -0.4353
H4 -2.4331 2.8283 -1.5160
H5 -2.6364 3.7690 -0.0175
C7 -1.3714 2.0345 0.1848
C8 -0.9328 0.8357 -0.6471
O2 -1.5108 0.5261 -1.6832
N4 0.1108 0.1229 -0.1923
C9 0.9519 0.4215 0.9448
H6 0.9818 -0.4628 1.5928
C10 2.3761 0.7337 0.4398
N5 2.9341 -0.3380 -0.3471
C11 2.0500 -0.6762 -1.4429
C12 0.6194 -0.9891 -0.9761
H7 0.6083 -1.8897 -0.3530
H8 -0.0431 -1.1357 -1.8291
H9 2.0176 0.1797 -2.1246
H10 2.4562 -1.5317 -1.9832
C13 3.4542 -1.4752 0.3889
H11 3.6286 -1.1805 1.4263
C14 4.7946 -1.9270 -0.2184
C15 5.8209 -0.8436 -0.0610
C16 6.6786 -0.8322 1.0310
C17 7.5915 0.1937 1.2010
C18 7.6526 1.2268 0.2817
C19 6.7981 1.2260 -0.8078
C20 5.8892 0.1973 -0.9779
H12 5.2219 0.1985 -1.8262
H13 6.8427 2.0297 -1.5286
H14 8.3650 2.0279 0.4132
H15 8.2567 0.1868 2.0523
H16 6.6352 -1.6366 1.7525
H17 5.1204 -2.8360 0.2898
H18 4.6484 -2.1526 -1.2755
H19 2.7578 -2.3258 0.3918
H20 2.3345 1.6249 -0.1958
H21 3.0368 0.9456 1.2817
H22 0.5626 1.2577 1.5200
H23 -0.5352 2.7346 0.2491
H24 -1.6235 1.7058 1.1958
H25 -3.3141 0.5882 -1.4634
S1 -6.4887 0.5909 0.3595
H26 -9.3040 -0.5899 0.0773
H27 -8.8254 -2.2704 -0.2341

The HOMO energy is -0.3134 Ha. The calculated total energy is -43559.7631 eV. As for the HOMO-LUMO gap: 9.0 eV. Its SMILES is CCc1nnc(NC(=O)CCC(=O)N2CCN(CCc3ccccc3)CC2)s1. Its energy above the lowest of the compared OMol25 structures with the same formula, charge and spin is 158.6 kJ/mol.

Let us look at the Mulliken charges, expressed in e, one per atom:
1. C -1.104
2. H 0.335
3. H 0.348
4. H 0.322
5. C -0.328
6. C 0.456
7. N -0.522
8. N -0.373
9. C 0.242
10. N 0.052
11. C 0.708
12. O -0.652
13. C -1.126
14. H 0.377
15. H 0.380
16. C -0.775
17. C 1.144
18. O -0.839
19. N 0.071
20. C -0.633
21. H 0.225
22. C -1.125
23. N 0.477
24. C -0.948
25. C -0.926
26. H 0.271
27. H 0.440
28. H 0.431
29. H 0.415
30. C -0.854
31. H 0.603
32. C -1.159
33. C 0.472
34. C -0.375
35. C -0.565
36. C -0.434
37. C -0.719
38. C -0.041
39. H 0.319
40. H 0.380
41. H 0.380
42. H 0.375
43. H 0.364
44. H 0.503
45. H 0.278
46. H 0.281
47. H 0.324
48. H 0.504
49. H 0.507
50. H 0.482
51. H 0.404
52. H 0.220
53. S -0.095
54. H 0.247
55. H 0.252

This record from the OMol25 dataset describes a 2-piece molecular cluster, C5H15N3 overall. The level of theory is ωB97M-V/def2-TZVPD.

Cartesian coordinates (Å):
C1 1.1041 1.7746 2.1429
C2 0.3271 -2.5663 -2.7898
C3 -0.9065 2.5146 1.0643
C4 -0.2594 -2.1003 -1.5902
C5 -1.2390 -1.0323 -1.5013
N1 2.0537 0.8565 2.6537
N2 0.1257 1.5062 1.3402
N3 -0.2609 0.3442 0.7124
H1 1.1338 2.8240 2.4026
H2 -0.2918 -2.3502 -3.6657
H3 1.2358 -1.8660 -2.9728
H4 0.6779 -3.6389 -2.8736
H5 -0.4183 3.3655 0.7270
H6 -1.3507 2.7004 2.0237
H7 -1.6077 2.0225 0.4160
H8 0.0388 -2.4773 -0.6247
H9 -1.7206 -0.9945 -2.4862
H10 -0.8479 -0.0879 -1.2318
H11 -2.1620 -1.3791 -0.8668
H12 2.9671 1.1094 2.9664
H13 1.8257 -0.0838 2.3980
H14 -0.9014 -0.1654 1.3172
H15 0.4765 -0.2759 0.4385

The HOMO energy is -0.6564 Ha. The calculated total energy is -9878.3409 eV. Its charge is +2. As for the HOMO-LUMO gap: 8.0 eV. Its energy above the lowest of the compared OMol25 structures with the same formula, charge and spin is 503.5 kJ/mol.

Let us look at the Mulliken charges, expressed in e, one per atom:
1. C 0.266
2. C -0.997
3. C -0.957
4. C 0.409
5. C -1.062
6. N -0.347
7. N 0.087
8. N -0.662
9. H 0.403
10. H 0.357
11. H 0.338
12. H 0.375
13. H 0.412
14. H 0.407
15. H 0.290
16. H 0.441
17. H 0.437
18. H 0.396
19. H 0.377
20. H 0.260
21. H 0.213
22. H 0.298
23. H 0.260

This record from the OMol25 dataset describes C30H42BHfN8O2 as an isolated structure. The level of theory is ωB97M-V/def2-TZVPD.

Cartesian coordinates (Å):
Hf1 0.3359 -0.2886 -0.2115
C1 -1.3838 1.1656 3.1543
C2 -0.0430 0.5103 3.1810
C3 0.7472 0.2722 4.3088
C4 1.9156 -0.2973 3.8395
C5 3.1246 -0.7475 4.5887
N1 1.8109 -0.3942 2.5053
N2 0.6039 0.1006 2.0884
B1 2.8521 -0.7877 1.4437
N3 3.2196 0.4656 0.6463
N4 2.1546 1.2395 0.2627
C6 2.6374 2.4786 0.1136
C7 1.8379 3.7117 -0.1543
C8 4.0188 2.4833 0.3372
C9 4.3507 1.1961 0.6811
C10 5.6631 0.6169 1.0918
N5 2.1284 -1.7976 0.4468
N6 0.8393 -2.2314 0.7461
C11 0.7769 -3.5209 0.4323
C12 -0.4107 -4.3417 0.7922
C13 2.0080 -3.9455 -0.1035
C14 2.8210 -2.8465 -0.1045
C15 4.2504 -2.7163 -0.4892
H1 -1.8057 1.1758 4.1572
H2 -2.0702 0.6577 2.4835
H3 -1.2966 2.2013 2.8204
H4 0.5005 0.4905 5.3334
H5 2.9597 -0.6073 5.6545
H6 4.0059 -0.1740 4.3004
H7 3.3398 -1.8001 4.4069
H8 3.8172 -1.2993 1.9308
H9 0.8029 3.6223 0.1569
H10 1.8682 3.9948 -1.2075
H11 2.2807 4.5288 0.4141
H12 4.6789 3.3322 0.2838
H13 6.4486 1.3502 0.9236
H14 5.8993 -0.2808 0.5213
H15 5.6665 0.3456 2.1476
H16 -1.2691 -3.7089 1.0118
H17 -0.1676 -4.8959 1.7015
H18 -0.6560 -5.0541 0.0105
H19 2.2545 -4.9332 -0.4546
H20 4.5508 -3.5761 -1.0837
H21 4.8783 -2.6720 0.4024
H22 4.4291 -1.8054 -1.0616
C16 0.9529 -1.0604 -3.1322
C17 -0.3444 -1.1070 -3.6038
C18 -1.0274 0.0343 -3.1052
C19 -0.1257 0.8359 -2.3940
C20 1.1648 0.1757 -2.4085
C21 2.4799 0.9030 -2.6208
C22 -0.4281 2.1948 -1.8390
C23 -2.4857 0.2908 -3.2996
C24 -0.9431 -2.1419 -4.5054
C25 2.0335 -2.0525 -3.4284
H23 2.7261 0.9251 -3.6859
H24 3.3210 0.4414 -2.0986
H25 2.4188 1.9358 -2.2896
H26 -1.4434 2.4943 -2.0911
H27 0.2572 2.9517 -2.2181
H28 -0.3820 2.2494 -0.7386
H29 -2.6762 0.6922 -4.2983
H30 -2.8832 1.0036 -2.5777
H31 -3.0640 -0.6328 -3.2187
H32 -1.0075 -1.7575 -5.5268
H33 -1.9552 -2.4237 -4.2062
H34 -0.3427 -3.0491 -4.5221
H35 2.3765 -1.9616 -4.4626
H36 1.6824 -3.0761 -3.2856
H37 2.8971 -1.8918 -2.7845
C26 -3.6710 -4.3111 -2.1399
N7 -3.2059 -3.0835 -1.4957
C27 -4.0672 -2.2491 -0.8678
C28 -3.6591 -1.1175 -0.2424
C29 -2.2691 -0.8680 -0.3035
O1 -1.6859 0.1574 0.2455
N8 -1.4195 -1.6758 -0.9275
C30 -1.8184 -2.8467 -1.5097
O2 -1.0721 -3.6601 -2.0096
H38 -4.7530 -4.3462 -2.0493
H39 -3.2256 -5.1812 -1.6626
H40 -3.3849 -4.3156 -3.1891
H41 -5.1105 -2.5335 -0.8958
H42 -4.3458 -0.4548 0.2564

The HOMO energy is -0.3751 Ha. The calculated total energy is -49792.2472 eV. Its charge is +1. As for the HOMO-LUMO gap: 7.7 eV. Its energy above the lowest of the compared OMol25 structures with the same formula, charge and spin is 136.1 kJ/mol.

Let us look at the Mulliken charges, expressed in e, one per atom:
1. Hf 1.849
2. C -1.248
3. C 0.413
4. C -1.248
5. C 0.635
6. C -1.378
7. N 0.939
8. N -0.107
9. B -0.703
10. N 0.984
11. N 0.112
12. C 0.246
13. C -1.779
14. C -1.121
15. C 0.610
16. C -1.356
17. N 0.830
18. N -0.533
19. C 0.737
20. C -1.491
21. C -1.431
22. C 0.488
23. C -1.360
24. H 0.443
25. H 0.131
26. H 0.221
27. H 0.548
28. H 0.423
29. H 0.241
30. H 0.263
31. H -0.115
32. H 0.309
33. H 0.250
34. H 0.512
35. H 0.598
36. H 0.427
37. H 0.201
38. H 0.213
39. H 0.170
40. H 0.471
41. H 0.374
42. H 0.517
43. H 0.487
44. H 0.283
45. H 0.179
46. C 0.473
47. C 0.288
48. C 0.990
49. C -0.559
50. C 2.240
51. C -1.708
52. C -0.879
53. C -1.853
54. C -1.276
55. C -1.890
56. H 0.406
57. H 0.139
58. H 0.453
59. H 0.457
60. H 0.319
61. H -0.020
62. H 0.405
63. H 0.395
64. H 0.356
65. H 0.367
66. H 0.240
67. H 0.358
68. H 0.387
69. H 0.393
70. H 0.173
71. C -0.905
72. N 0.430
73. C -0.162
74. C -1.429
75. C 0.544
76. O -0.736
77. N 1.305
78. C -1.324
79. O -0.576
80. H 0.365
81. H 0.286
82. H 0.282
83. H 0.462
84. H 0.570

This record from the OMol25 dataset describes C20H20AuBCl2N5O2S3 as an isolated structure. The level of theory is ωB97M-V/def2-TZVPD.

Cartesian coordinates (Å):
Au1 0.2688 0.0261 0.2732
C1 -2.6688 3.0641 -1.1905
N1 -1.5886 2.6891 -2.0884
C2 -1.6571 2.5620 -3.4479
C3 -0.4163 2.2018 -3.8729
N2 0.4073 2.1144 -2.7839
B1 1.9570 1.8733 -2.8305
N3 2.2499 0.3218 -2.7919
C4 2.3656 -0.4825 -3.8934
C5 2.8277 -1.6988 -3.4960
N4 2.9795 -1.6367 -2.1324
C6 3.5129 -2.6791 -1.2667
C7 2.5978 -0.4029 -1.7198
S1 2.6078 0.0784 -0.0598
C8 -0.3235 2.4101 -1.6965
S2 0.1900 2.4807 -0.0596
H1 -3.5381 3.3465 -1.7776
H2 -2.3615 3.9006 -0.5684
H3 -2.9192 2.2262 -0.5454
H4 -2.5622 2.7415 -4.0010
H5 -0.0494 2.0493 -4.8727
H6 2.4492 2.3724 -1.8712
H7 2.3581 2.2792 -3.8817
H8 2.1748 -0.1106 -4.8851
H9 3.0987 -2.5688 -4.0701
H10 3.8844 -3.4942 -1.8823
H11 2.7394 -3.0437 -0.5950
H12 4.3262 -2.2794 -0.6673
Cl1 -6.1239 -0.0202 4.2644
C9 -4.8408 0.0103 3.1143
C10 -5.1358 0.0643 1.7517
C11 -4.1126 0.0915 0.8398
Cl2 -4.4992 0.1888 -0.8474
C12 -2.7251 0.0692 1.1987
O1 -1.8623 0.1230 0.2353
C13 -2.4704 0.0137 2.6036
C14 -1.1474 -0.0191 3.1980
O2 -0.0612 -0.0446 2.6423
C15 -3.5325 -0.0105 3.5192
H13 -6.1625 0.0902 1.4136
H14 -1.1618 -0.0231 4.3021
H15 -3.3087 -0.0465 4.5786
S3 -0.0712 -2.4768 -0.0516
C16 -1.1299 -2.4355 -1.3967
N5 -0.6011 -2.2448 -2.6325
C17 -1.3289 -2.1800 -3.7652
C18 -2.6825 -2.3318 -3.7117
C19 -3.2806 -2.5665 -2.4657
C20 -2.5148 -2.6171 -1.3245
H16 0.4067 -2.1473 -2.6763
H17 -0.7811 -2.0120 -4.6811
H18 -3.2738 -2.2757 -4.6129
H19 -4.3519 -2.7008 -2.4049
H20 -2.9524 -2.7947 -0.3537

The HOMO energy is -0.3876 Ha. The calculated total energy is -94525.8491 eV. Its charge is +1. As for the HOMO-LUMO gap: 5.5 eV. Its energy above the lowest of the compared OMol25 structures with the same formula, charge and spin is 0.0 kJ/mol.

Let us look at the Mulliken charges, expressed in e, one per atom:
1. Au 0.908
2. C -0.954
3. N 0.323
4. C -0.482
5. C -0.435
6. N 0.347
7. B -0.160
8. N 0.477
9. C -0.352
10. C -0.695
11. N 0.361
12. C -0.766
13. C -0.425
14. S -0.232
15. C -0.175
16. S -0.296
17. H 0.340
18. H 0.381
19. H 0.257
20. H 0.481
21. H 0.517
22. H -0.035
23. H -0.144
24. H 0.534
25. H 0.438
26. H 0.335
27. H 0.263
28. H 0.351
29. Cl -0.208
30. C 0.009
31. C -0.562
32. C 0.591
33. Cl -0.169
34. C 0.512
35. O -0.327
36. C 0.315
37. C -0.212
38. O -0.606
39. C -1.047
40. H 0.478
41. H 0.346
42. H 0.379
43. S -0.420
44. C 0.659
45. N 0.115
46. C -0.010
47. C -0.856
48. C -0.098
49. C -0.812
50. H 0.017
51. H 0.454
52. H 0.442
53. H 0.485
54. H 0.365

Results for maximum force: 5.3, 4.3, 1.7, 5.2, 0.6, 1.4 (in eV/A, following the order of the records).